{"formula": "C28H32FMgN5O7P2SSi", "method": "ωB97M-V with the def2-TZVPD basis set", "elements": ["Mg", "C", "C", "O", "P", "O", "O", "O", "P", "O", "O", "O", "H", "H", "H", "H", "H", "H", "H", "C", "Si", "C", "C", "N", "C", "C", "C", "C", "C", "C", "F", "H", "H", "H", "H", "H", "H", "H", "H", "H", "H", "H", "H", "H", "N", "C", "C", "C", "C", "C", "C", "C", "N", "C", "C", "N", "C", "H", "H", "H", "H", "H", "H", "H", "S", "C", "N", "C", "C", "C", "C", "C", "C", "H", "H", "H", "H", "H"], "coordinates": [[0.8118, 0.0724, 0.6580], [1.9127, -0.7840, 5.6149], [2.0004, -0.2956, 4.1721], [3.2908, 0.2671, 3.8986], [1.9147, -1.6728, 2.9845], [0.5664, -2.4543, 3.2635], [2.9522, -2.7673, 3.4882], [2.1254, -1.2724, 1.5628], [0.6118, 0.9166, 3.8159], [1.4797, 2.2913, 3.8434], [-0.4119, 0.9195, 4.8736], [0.2160, 0.6654, 2.3752], [2.7197, -1.4838, 5.8311], [0.9527, -1.2585, 5.8100], [1.9982, 0.0743, 6.2815], [3.1978, 1.2300, 3.9207], [-0.1317, -2.2213, 2.6328], [3.8560, -2.4281, 3.5062], [1.1051, 2.8836, 4.5060], [-1.3568, 3.6753, -1.6948], [-1.6209, 2.0111, -0.8499], [-2.0963, 2.3581, 0.9240], [-3.1238, 1.1853, -1.6092], [-0.2269, 0.9992, -0.9231], [0.2475, 0.6131, -2.1459], [-0.1413, 1.1091, -3.4175], [0.3920, 0.6337, -4.6059], [1.3564, -0.3660, -4.6269], [1.7908, -0.8792, -3.4096], [1.2376, -0.3819, -2.2601], [1.6954, -0.9217, -1.0573], [-1.6616, 4.5000, -1.0450], [-1.9401, 3.7564, -2.6162], [-0.3055, 3.8227, -1.9543], [-2.8865, 3.1155, 0.9110], [-1.2841, 2.7261, 1.5529], [-2.5011, 1.4720, 1.4149], [-4.0008, 1.8321, -1.5094], [-3.3387, 0.2503, -1.0807], [-2.9997, 0.9496, -2.6674], [-0.8735, 1.9040, -3.4605], [0.0479, 1.0637, -5.5387], [1.7730, -0.7269, -5.5566], [2.5513, -1.6471, -3.3442], [-4.3913, -7.0428, -5.3799], [-4.0086, -6.3360, -4.5596], [-3.5254, -5.4473, -3.5286], [-4.0230, -5.5505, -2.2334], [-3.5572, -4.7043, -1.2433], [-2.6017, -3.7499, -1.5561], [-2.1102, -3.6285, -2.8493], [-2.5669, -4.4855, -3.8333], [-2.1202, -2.8722, -0.5471], [-2.8288, -2.3330, 0.5093], [-1.9678, -1.4989, 1.1460], [-0.7377, -1.5266, 0.5097], [-0.8662, -2.3670, -0.4843], [-4.7651, -6.3018, -2.0015], [-3.9196, -4.8049, -0.2291], [-1.4005, -2.8494, -3.0974], [-2.1941, -4.3977, -4.8444], [-3.8697, -2.5465, 0.6732], [-2.1440, -0.8565, 1.9934], [-0.0905, -2.6285, -1.1843], [5.0490, 2.0837, 0.4960], [3.7552, 0.9597, 0.4007], [2.5567, 1.4371, 0.4916], [2.6072, 2.8251, 0.6550], [1.5003, 3.6651, 0.7816], [1.7123, 5.0162, 0.9344], [3.0125, 5.5452, 0.9660], [4.1143, 4.7267, 0.8423], [3.8940, 3.3580, 0.6831], [3.9484, -0.0974, 0.2856], [0.5038, 3.2456, 0.7584], [0.8637, 5.6813, 1.0273], [3.1528, 6.6113, 1.0863], [5.1164, 5.1335, 0.8627]], "atomic_forces_ev_per_a": [[0.0, 0.1, -0.7], [0.0, 0.0, 0.0], [-0.1, 0.0, 0.0], [0.0, 0.0, 0.0], [-0.1, -0.1, -0.1], [0.1, 0.0, 0.0], [0.0, 0.1, 0.0], [-0.1, -0.1, 0.4], [0.0, -0.3, -0.3], [0.0, 0.1, 0.0], [0.0, 0.0, 0.0], [-0.2, 0.2, 0.6], [0.0, 0.0, 0.0], [0.0, 0.0, 0.0], [0.0, 0.0, 0.0], [0.0, 0.0, 0.0], [0.0, 0.0, -0.1], [0.1, 0.0, 0.0], [0.0, 0.0, 0.1], [0.0, 0.1, -0.1], [0.1, 0.0, 0.1], [0.0, 0.0, 0.1], [-0.1, -0.1, 0.0], [0.2, -0.1, -0.3], [0.0, 0.1, 0.0], [0.0, 0.0, 0.0], [0.0, 0.0, 0.0], [0.0, 0.0, 0.0], [0.0, 0.0, -0.1], [0.0, 0.0, 0.1], [0.0, 0.0, 0.0], [0.0, 0.0, 0.0], [0.0, 0.0, 0.0], [0.0, 0.0, 0.0], [0.0, 0.0, 0.0], [-0.1, 0.0, 0.0], [0.0, 0.0, 0.0], [0.0, 0.0, 0.0], [0.0, 0.0, 0.0], [0.0, 0.0, 0.0], [0.0, 0.0, 0.0], [0.0, 0.0, 0.0], [0.0, 0.0, 0.0], [0.0, 0.0, 0.0], [0.0, 0.0, 0.0], [0.1, 0.1, 0.2], [-0.1, -0.1, -0.1], [0.0, 0.0, 0.0], [0.0, -0.1, 0.0], [0.0, 0.1, 0.1], [0.0, 0.0, -0.1], [0.0, 0.0, 0.0], [-0.1, -0.1, -0.1], [0.0, 0.0, -0.1], [0.2, 0.1, -0.1], [-0.2, -0.2, 0.4], [0.0, 0.1, -0.1], [0.0, 0.0, 0.0], [0.0, 0.0, 0.0], [0.0, 0.0, 0.0], [0.0, 0.0, 0.0], [0.0, 0.0, 0.0], [0.0, 0.0, 0.0], [0.0, 0.0, 0.0], [0.1, 0.0, 0.0], [-0.1, -0.1, 0.0], [0.3, 0.2, 0.1], [-0.2, -0.2, -0.1], [-0.1, 0.0, 0.0], [0.1, 0.0, 0.0], [0.0, 0.0, 0.0], [0.0, 0.0, 0.0], [0.1, 0.1, 0.0], [0.0, 0.0, 0.0], [0.1, 0.0, 0.0], [0.0, 0.0, 0.0], [0.0, 0.0, 0.0], [0.0, 0.0, 0.0]], "lowdin_charge": [0.499, -0.068, -0.568, -0.069, 0.516, -0.075, -0.077, -0.289, 0.361, -0.136, -0.274, -0.343, 0.080, 0.085, 0.091, 0.077, 0.058, 0.101, 0.091, -0.178, 0.368, -0.166, -0.163, -0.098, -0.321, -0.044, -0.101, -0.118, -0.037, -0.213, -0.025, 0.025, 0.026, 0.029, 0.038, 0.010, 0.021, 0.033, 0.013, 0.022, 0.076, 0.101, 0.093, 0.116, 0.162, -0.176, -0.225, -0.013, 0.004, -0.173, 0.013, -0.007, 0.001, -0.026, -0.106, 0.028, -0.105, 0.125, 0.119, 0.121, 0.127, 0.126, 0.116, 0.143, 1.093, -0.439, 0.023, -0.284, -0.007, -0.061, -0.081, -0.086, -0.466, 0.086, 0.077, 0.108, 0.104, 0.108], "charge": 0, "homo_energy_ha": -0.2605, "orbital_gap_ha": 0.2500, "e_tot_ev": -96803.855, "e_above_lowest_kcal_mol": 1.4, "e_lumo_ha": -0.0105}


{"formula": "C28H32NO4", "method": "ωB97M-V with the def2-TZVPD basis set", "elements": ["C", "O", "C", "O", "C", "C", "C", "C", "N", "C", "C", "C", "C", "C", "C", "H", "H", "H", "H", "H", "H", "H", "H", "H", "H", "H", "H", "H", "H", "H", "H", "H", "H", "H", "C", "O", "C", "C", "C", "C", "C", "O", "C", "C", "C", "C", "C", "C", "C", "C", "C", "C", "H", "H", "H", "H", "H", "H", "H", "H", "H", "H", "H", "H", "H"], "coordinates": [[6.2151, 1.8551, 2.0799], [5.6357, 0.6420, 2.5821], [4.4673, 0.3061, 2.0039], [3.9329, 0.9583, 1.1253], [3.9458, -0.9831, 2.6200], [4.9774, -2.1269, 2.6323], [4.2078, -3.3931, 2.2546], [2.7744, -2.9699, 1.9248], [2.8028, -1.4944, 1.8812], [1.5695, -0.8473, 2.0670], [1.0945, 0.0730, 1.1533], [0.1958, 1.1423, 1.6489], [-0.8453, 0.5521, 2.6076], [-0.1065, -0.0599, 3.7973], [0.8098, -1.1945, 3.3444], [7.0749, 2.0339, 2.7224], [6.5351, 1.7217, 1.0414], [5.5079, 2.6883, 2.1427], [3.6588, -0.7213, 3.6638], [5.7909, -1.9208, 1.9198], [5.3990, -2.1526, 3.6450], [4.6675, -3.8713, 1.3855], [4.2030, -4.0959, 3.0932], [2.4156, -3.3743, 0.9639], [2.0935, -3.3339, 2.7162], [1.6806, 0.1485, 0.2367], [0.7857, 1.8657, 2.2397], [-0.2454, 1.7080, 0.8162], [-1.5264, 1.3286, 2.9639], [-1.4368, -0.2087, 2.0786], [0.4951, 0.7112, 4.2937], [-0.7961, -0.4378, 4.5571], [0.2169, -2.1131, 3.1401], [1.5137, -1.4531, 4.1554], [-8.3276, 2.6747, -3.4205], [-7.1277, 3.3696, -3.0032], [-5.9482, 2.7086, -2.8579], [-4.8876, 3.4452, -2.2728], [-3.6759, 2.8414, -2.0105], [-3.4448, 1.4819, -2.3487], [-2.1802, 0.8350, -2.0888], [-2.1613, -0.4655, -2.4880], [-0.9594, -1.1546, -2.5395], [0.2018, -0.6030, -1.9565], [1.3911, -1.3594, -2.1320], [1.3790, -2.5353, -2.8731], [0.1956, -3.0313, -3.4503], [-0.9915, -2.3282, -3.2820], [0.1011, 0.6495, -1.2959], [-1.0720, 1.3935, -1.4682], [-4.5011, 0.7692, -2.9600], [-5.7216, 1.3618, -3.2339], [-9.1071, 3.4316, -3.3050], [-8.2593, 2.3643, -4.4716], [-8.5469, 1.8078, -2.7829], [-5.0717, 4.4887, -2.0441], [-2.8733, 3.4168, -1.5544], [2.3165, -0.9763, -1.7012], [2.2996, -3.1062, -3.0128], [0.1914, -3.9600, -4.0282], [-1.9274, -2.6685, -3.7291], [1.0055, 1.2085, -1.0467], [-1.1432, 2.4316, -1.1425], [-4.3684, -0.2667, -3.2519], [-6.4958, 0.7922, -3.7458]], "atomic_forces_ev_per_a": [[0.2, 0.1, 0.1], [-0.5, 0.2, -0.3], [-0.1, 0.4, -0.6], [0.7, -0.6, 0.9], [-0.7, 0.2, 0.0], [0.3, 0.6, 0.2], [0.0, -0.3, 0.0], [-0.2, 0.3, 0.4], [0.2, -1.1, -1.2], [-1.2, 1.3, -0.8], [2.3, -1.9, 2.1], [-0.8, 0.5, 0.0], [0.0, 0.3, 0.0], [-0.1, -0.3, 0.1], [0.0, -0.1, -0.1], [0.0, 0.1, -0.1], [-0.1, 0.0, 0.2], [0.1, -0.2, 0.0], [0.2, -0.1, -0.3], [-0.3, -0.1, 0.3], [0.1, -0.2, -0.4], [0.0, 0.0, 0.3], [0.1, 0.0, -0.3], [0.1, 0.2, 0.3], [0.1, 0.1, -0.3], [0.1, 0.1, 0.9], [0.0, -0.1, -0.4], [-0.1, -0.1, 0.5], [0.0, 0.0, -0.1], [0.0, 0.1, 0.2], [-0.1, 0.0, -0.1], [-0.1, 0.1, -0.1], [0.2, 0.5, 0.2], [-0.2, 0.0, -0.3], [0.3, 0.2, 0.0], [0.8, -0.7, 0.1], [-0.3, -0.1, 0.0], [-0.2, -0.3, -0.2], [0.0, -0.2, -0.2], [-0.5, 0.2, 0.0], [-0.9, -1.4, -0.2], [1.1, 1.2, 0.3], [-0.6, 0.7, 0.0], [-0.1, -1.2, -0.1], [0.0, -0.1, -0.2], [0.3, 0.1, 0.3], [-0.4, 0.4, 0.2], [0.3, -0.5, 0.0], [-0.7, 1.6, -2.4], [0.9, -0.3, 0.5], [0.0, 0.2, -0.2], [-0.2, 0.5, 0.2], [0.1, -0.3, -0.1], [0.0, 0.1, 0.3], [0.2, 0.2, -0.1], [0.1, -0.1, 0.1], [-0.3, 0.0, -0.1], [-0.2, -0.2, -0.1], [-0.2, 0.3, 0.1], [0.1, 0.4, 0.2], [0.3, 0.2, 0.2], [-0.4, -0.4, 0.3], [0.2, -0.4, -0.1], [0.1, 0.1, 0.1], [0.2, 0.1, 0.2]], "nbo_charge": [-0.263, -0.506, 0.802, -0.609, -0.124, -0.401, -0.409, -0.205, -0.493, 0.250, -0.237, -0.439, -0.389, -0.393, -0.467, 0.202, 0.193, 0.198, 0.196, 0.221, 0.228, 0.215, 0.219, 0.195, 0.176, 0.208, 0.218, 0.188, 0.213, 0.195, 0.200, 0.216, 0.217, 0.213, -0.262, -0.471, 0.394, -0.264, -0.129, -0.134, 0.469, -0.416, 0.413, -0.194, -0.126, -0.211, -0.135, -0.263, 0.033, -0.327, -0.117, -0.309, 0.221, 0.192, 0.192, 0.247, 0.218, 0.244, 0.240, 0.241, 0.245, 0.257, 0.251, 0.233, 0.239], "charge": 1, "homo_energy_ha": -0.3859, "orbital_gap_ha": 0.2127, "e_tot_ev": -39227.540, "e_above_lowest_kcal_mol": 27.3, "e_lumo_ha": -0.1732}